ORCA calculation (ωB97M-V/def2-TZVPD) on C54H69ClGe3O8PRb as an isolated structure at a distorted geometry.

Geometry as XYZ:
```
137
Properties=species:S:1:pos:R:3:forces:R:3
Rb 13.465756 18.541301 14.026674 -0.1 0.0 -0.2
C 11.023942 16.218627 9.031357 -0.5 1.5 -1.4
C 11.147259 16.473877 10.511441 0.1 -0.5 -0.1
Ge 9.431323 16.130275 11.401151 -0.2 -0.6 0.3
C 8.321706 17.701461 11.015278 -0.2 -0.1 -0.7
C 6.827716 17.335404 10.950094 0.4 -0.5 -0.2
C 8.757245 14.291553 10.908148 0.6 2.1 0.6
C 8.676427 13.648556 12.066073 0.5 0.1 1.5
Ge 9.221337 14.953736 13.591408 -0.5 -0.2 -2.1
C 7.838898 15.417174 14.886372 1.3 -1.0 -0.1
C 7.986872 14.699057 16.214608 1.3 0.9 0.2
C 10.828555 14.460126 14.516231 -1.1 -0.7 0.8
C 12.046210 14.236786 13.683567 0.3 0.7 0.3
C 8.569057 12.197005 12.166612 0.6 -0.4 -1.9
C 7.709418 11.563494 13.024091 -0.1 1.0 0.7
C 7.688250 10.206455 13.090905 -0.9 -1.9 -0.3
C 8.406669 9.417011 12.208966 1.2 1.0 0.0
C 9.307296 10.033577 11.328371 -0.8 0.2 -0.1
C 9.337376 11.407833 11.256760 -0.1 0.8 1.3
H 11.920759 16.482104 8.419363 -0.3 -0.3 0.7
H 10.245551 16.910611 8.603290 0.3 -0.9 0.2
H 10.758589 15.186911 8.839690 -0.1 -0.2 -0.3
H 11.367257 17.513631 10.690757 0.4 0.4 0.2
H 11.950627 15.826105 10.838552 0.2 0.1 0.6
H 8.633268 18.186165 10.058496 -0.1 -0.3 0.7
H 8.576855 18.374306 11.836699 -0.3 0.2 -0.1
H 6.620015 16.620431 10.140610 0.3 0.0 0.2
H 6.224476 18.187530 10.685211 -0.4 0.5 0.4
H 6.485333 16.849349 11.876508 0.0 0.4 -0.2
H 8.669051 13.824378 9.962782 -0.3 -0.6 -1.0
H 6.903805 15.238999 14.427417 -1.2 -0.1 -0.4
H 7.988773 16.454493 14.988719 -0.1 1.5 0.4
H 7.758410 13.661795 16.124780 -0.2 -0.8 0.1
H 7.350754 15.185579 16.916727 -0.8 0.0 0.8
H 9.004539 14.807291 16.672830 -0.7 -0.2 -0.6
H 10.578259 13.549316 15.092975 0.2 0.3 -0.1
H 10.938235 15.242019 15.234457 0.3 0.6 0.6
H 12.085900 15.006030 12.877690 0.4 -0.6 0.5
H 11.872129 13.254037 13.278277 0.8 -0.4 -0.6
H 12.914267 14.282135 14.387029 -0.2 -0.2 -1.1
H 7.059321 12.170826 13.644080 0.1 -0.1 0.2
H 7.008735 9.685783 13.752612 -0.1 0.2 0.2
H 8.381127 8.361065 12.275908 -0.2 -0.9 0.1
H 9.935782 9.491013 10.647619 0.1 -0.5 -0.1
H 10.020974 11.937203 10.604009 0.0 -0.1 -0.1
O 10.045253 18.216020 17.187529 0.7 -0.6 -0.1
C 11.186116 17.683447 17.225378 -0.1 0.2 -0.5
O 11.712570 16.946902 16.336136 0.1 0.8 0.4
C 12.011031 17.909077 18.488047 0.3 1.0 0.9
C 12.070228 16.880493 19.423142 0.6 0.5 0.1
C 12.792432 17.013359 20.607108 0.4 1.8 -0.6
C 13.404943 18.248374 20.908232 -0.8 -0.7 0.1
C 13.263933 19.323698 20.027930 1.0 -1.2 0.9
C 12.646557 19.155976 18.823184 -1.1 -0.4 -1.6
P 12.540875 20.462338 17.534083 0.2 0.0 -0.9
C 14.153457 21.359996 17.416231 0.4 -0.7 0.8
C 14.219728 22.677199 16.943703 0.6 -1.5 0.2
C 15.438859 23.242974 16.629352 -0.5 0.8 0.0
C 16.629170 22.584295 16.866383 0.4 -0.2 0.2
C 16.577257 21.317676 17.398344 0.5 -1.6 0.4
C 15.356844 20.688324 17.669191 0.1 0.6 -0.5
C 11.538309 21.804954 18.229371 0.6 -0.7 0.0
C 10.691116 22.394833 17.319340 -0.6 1.0 0.3
C 9.876302 23.474318 17.673908 0.2 -1.0 1.1
C 9.879761 23.825586 19.033936 0.0 1.1 0.0
C 10.761425 23.249595 19.975341 -0.3 -0.5 -2.1
C 11.642855 22.240837 19.531792 -1.3 1.6 0.9
H 11.582247 15.956221 19.224063 -0.3 -0.7 -0.3
H 12.904069 16.178221 21.247237 0.0 -0.6 0.7
H 13.929311 18.387348 21.851792 0.0 -0.1 -0.2
H 13.818928 20.208802 20.255970 0.0 0.6 0.0
H 13.317538 23.191490 16.774205 -0.8 0.7 -0.3
H 15.362106 24.231383 16.200579 0.5 0.2 -0.1
H 17.624683 22.978199 16.696371 -0.3 0.4 -0.3
H 17.520667 20.739065 17.567290 -0.9 0.7 -0.1
H 15.341453 19.679592 18.043374 0.0 -0.3 0.1
H 10.733011 22.037764 16.320195 -0.2 -0.3 -0.8
H 9.169085 23.881556 16.954470 0.3 0.2 0.2
H 9.260981 24.693799 19.342678 0.3 -0.8 -0.1
H 10.709370 23.581383 20.985984 0.2 0.2 0.6
H 12.375066 21.903240 20.235031 0.3 -0.6 0.1
O 14.589897 17.100216 16.080271 -1.5 -0.2 0.6
H 13.590413 17.014335 16.265184 1.1 -0.1 -0.1
H 14.971971 16.949797 16.951743 0.1 0.0 -0.1
O 8.261066 19.677557 18.949376 0.1 -0.2 -0.4
H 8.973862 19.310451 18.391554 0.2 0.2 0.2
H 7.542495 19.096754 18.678468 -0.2 0.0 0.3
O 14.331111 18.720935 11.031248 -1.4 1.8 1.6
H 14.407922 19.702438 11.184190 -0.2 -1.1 -0.1
H 14.990344 18.581327 10.394310 1.6 -0.6 -1.3
O 17.334646 17.755447 11.887768 0.2 0.3 0.5
H 17.744041 16.950769 12.238145 -0.1 0.4 0.0
H 17.467606 18.469348 12.548865 -0.1 -0.7 -0.6
O 10.478436 18.685311 13.725311 0.7 0.4 -1.2
H 10.174388 18.426356 14.590120 0.0 0.2 0.9
H 10.888004 19.575091 13.743169 -0.7 -0.3 0.4
O 8.383787 16.495078 19.206296 1.1 -0.1 1.1
H 8.734209 16.851511 18.390627 0.1 0.3 -0.7
H 9.161087 16.663663 19.797189 -1.2 -0.2 -0.5
Cl 7.369773 23.332878 13.910443 0.1 0.2 -0.2
C 5.919304 22.982198 14.702968 -0.2 1.4 -1.2
H 5.038026 23.581763 14.468859 0.4 -0.4 0.2
H 6.012248 22.207518 15.382071 -0.3 -1.2 1.2
C 13.529535 26.723192 14.296376 1.7 0.4 0.0
C 12.492499 26.023046 14.842352 -0.5 0.0 -0.6
C 12.401915 24.660075 14.550863 -1.0 0.1 0.6
C 13.334527 23.960370 13.794891 -0.2 -0.3 -0.5
C 14.430381 24.699432 13.297117 0.2 -0.1 -0.1
C 14.544431 26.057154 13.567669 -0.5 0.1 0.0
Ge 12.897184 22.016894 13.235263 0.6 1.0 -0.6
C 12.220726 22.420968 11.322011 -1.0 -1.1 -1.0
C 11.877493 23.659621 10.706739 0.3 -0.1 0.6
C 11.471881 23.744509 9.370431 -0.4 -0.7 -0.3
C 11.281020 22.568821 8.624210 0.1 0.6 -0.5
C 11.555904 21.329892 9.186742 0.0 -0.8 0.3
C 11.983720 21.226072 10.522452 0.2 2.2 -0.3
C 14.851174 21.723571 12.621720 -0.1 -1.0 1.3
C 15.746269 21.157340 13.573071 -0.8 0.2 0.3
C 17.077877 20.902271 13.338446 0.3 0.4 0.2
C 17.569893 21.183276 12.070459 0.6 -0.6 -0.4
C 16.698703 21.610657 11.079202 0.5 0.4 -0.5
C 15.373138 21.941717 11.362148 0.2 0.0 -0.5
H 13.615463 27.775095 14.545469 0.1 0.1 -0.3
H 11.696868 26.602081 15.333803 0.3 -0.7 0.1
H 11.480107 24.202803 14.927479 0.4 -0.4 -0.2
H 15.227012 24.250036 12.656570 -0.9 0.2 0.7
H 15.411512 26.560318 13.135308 -0.3 0.3 0.3
H 11.903227 24.607140 11.288300 0.3 -0.8 -0.3
H 11.260762 24.700190 8.873140 0.1 -0.3 0.5
H 10.904812 22.633133 7.583370 0.4 0.0 0.7
H 11.422563 20.398534 8.585217 0.0 0.8 0.5
H 12.138945 20.225662 10.896193 0.2 -0.1 0.4
H 15.440418 20.939151 14.598010 -0.5 0.2 -0.1
H 17.701370 20.568276 14.185199 -0.2 0.1 -0.6
H 18.620728 20.996570 11.835586 -0.3 0.1 0.0
H 17.073756 21.734615 10.056071 -0.1 0.1 0.4
H 14.766411 22.389662 10.571297 0.0 -0.2 0.2
```
Positions in Å, forces in eV/Å.

Properties
Kohn-Sham gap   6.40 eV
Highest occupied orbital energy   -0.1762 Ha
M   1215.9 g mol⁻¹
Multiplicity   2
Calculated total energy   -265511.7131 eV
ΔE to the lowest compared entry with this formula, charge and spin   49.71 kcal/mol
Charge   -1

---

ORCA calculation (ωB97M-V/def2-TZVPD) on C7H4F3O10S3W as an isolated structure at a distorted geometry.

Geometry as XYZ:
```
28
Properties=species:S:1:pos:R:3:forces:R:3
W 0.187329 -0.220768 -0.146871 -2.3 -1.9 0.5
O -0.599707 3.462191 -0.699869 0.0 0.0 -0.1
S -0.345643 2.119358 -0.426131 -0.7 1.7 0.6
O -1.396374 1.239105 0.207943 0.0 -0.3 0.0
O 0.777950 1.720455 0.508039 0.1 0.1 0.0
O 0.003732 1.170781 -1.574552 0.4 -0.3 -0.9
O 1.437291 -0.471978 1.559669 -0.4 0.4 -0.2
S 2.718320 -0.356831 0.766809 1.7 -0.7 0.7
O 3.696924 0.506190 1.292339 -0.1 0.0 0.1
O 2.121930 -0.033371 -0.583656 0.5 0.7 -0.3
C 3.442832 -1.922363 0.344409 0.0 0.2 -0.1
C 4.649005 -2.278992 0.912720 -0.1 0.2 0.1
C 5.360710 -3.354480 0.391997 0.0 -0.2 -0.2
C 4.885095 -4.033329 -0.717196 0.1 0.1 0.2
C 3.656511 -3.694635 -1.277402 -0.2 0.2 -0.1
C 2.934529 -2.641195 -0.751574 -0.2 -0.1 -0.1
S 1.205418 -2.529185 -1.237938 0.5 -1.6 0.2
O 0.858890 -3.779514 -1.791286 -0.1 0.3 -0.1
O 0.716681 -1.323571 -1.970044 -0.1 0.7 0.1
O 0.611768 -2.200536 0.131514 -0.2 -0.2 -0.2
H 5.039220 -1.701134 1.740676 0.0 0.0 0.0
H 6.295380 -3.647639 0.848847 0.0 0.0 0.0
H 5.452357 -4.849053 -1.143004 0.0 0.0 0.0
H 3.244902 -4.255708 -2.105185 0.0 -0.1 0.0
F -2.630554 -0.579540 1.480062 0.1 0.7 0.5
C -1.494908 -1.097478 1.322306 -0.1 -0.3 -1.1
F -1.433861 -1.031816 -0.796355 0.5 0.5 -0.2
F -1.631527 -2.353866 1.415134 0.6 -0.2 0.5
```
Positions in Å, forces in eV/Å.

Properties
Kohn-Sham gap   8.32 eV
Highest occupied orbital energy   -0.5314 Ha
M   585.1 g mol⁻¹
Multiplicity   1
Calculated total energy   -70272.6819 eV
ΔE to the lowest compared entry with this formula, charge and spin   24.18 kcal/mol
Charge   +1

---

ORCA calculation (ωB97M-V/def2-TZVPD) on an isolated ion of composition C5H4NO and charge +1 at a distorted geometry.

Geometry as XYZ:
```
11
Properties=species:S:1:pos:R:3:forces:R:3
C -0.313854 -0.638384 0.200704 -1.6 -0.8 0.8
C -0.058474 0.630466 0.477127 3.0 0.0 -1.7
C 0.688068 -1.518143 -0.377810 -0.9 0.1 1.0
C 1.176634 1.272133 -0.127649 -0.2 -2.9 1.8
C 1.861288 -1.241557 0.094241 1.4 2.2 -0.1
N 2.392636 0.949570 -0.308414 -0.7 0.9 -1.1
O 2.678307 -0.352590 0.353898 -0.2 -2.1 1.4
H -1.350572 -1.014883 0.367187 1.1 0.0 -0.1
H -0.834965 1.282043 0.666402 -1.4 1.4 0.8
H 0.310836 -2.411512 -0.737182 0.0 -1.7 -1.4
H 0.890871 2.069879 -0.692348 -0.3 2.9 -1.3
```
Positions in Å, forces in eV/Å.

Properties
Kohn-Sham gap (spin up / spin down)   8.44 / 8.45 eV
Highest occupied orbital energy (spin up / spin down)   -0.5686 / -0.5686 Ha
M   94.1 g mol⁻¹
Multiplicity   1
Calculated total energy   -8773.8414 eV
ΔE to the lowest compared entry with this formula, charge and spin   79.85 kcal/mol
Charge   +1